This record from the Open Molecules 2025 dataset describes a structure of composition C41H23MnN9O4S2. The level of theory is the ωB97M-V functional and the def2-TZVPD basis.

Its HOMO energy (alpha / beta) is -0.0066 / -0.0456 hartree. For the calculated total energy, the calculation gives -117485.5992 eV. As for the spin multiplicity: 6. As for the energy above the lowest of the compared OMol25 structures with the same formula, charge and spin: 0.0 kcal per mole. As for the total charge: -2. The value obtained for the largest force on an atom is 1.51 eV/Å.

Cartesian coordinates (Å):
Mn (0.07, -0.08, 0.05)
C (-0.15, 0.75, -6.48)
C (0.89, -0.22, -6.50)
C (1.37, -0.78, -5.35)
C (0.81, -0.37, -4.12)
C (1.06, -0.72, -2.77)
N (0.20, 0.01, -1.95)
C (-0.55, 0.82, -2.73)
N (-1.50, 1.71, -2.36)
C (-1.70, 2.01, -1.10)
C (-2.69, 2.99, -0.66)
C (-3.66, 3.70, -1.37)
C (-4.49, 4.54, -0.65)
C (-4.36, 4.66, 0.75)
C (-3.40, 3.96, 1.44)
C (-2.56, 3.11, 0.72)
C (-1.51, 2.21, 1.11)
N (-1.04, 2.14, 2.37)
C (-0.08, 1.34, 2.71)
N (0.59, 0.39, 1.93)
C (1.52, -0.24, 2.69)
N (2.37, -1.19, 2.38)
C (2.46, -1.73, 1.17)
N (1.55, -1.51, 0.04)
C (2.28, -1.93, -1.17)
N (2.01, -1.59, -2.38)
C (3.41, -2.68, -0.71)
C (4.38, -3.38, -1.42)
C (5.44, -3.95, -0.73)
C (5.54, -3.80, 0.67)
C (4.60, -3.10, 1.39)
C (3.51, -2.55, 0.69)
C (1.49, 0.34, 4.05)
C (2.25, 0.07, 5.18)
C (1.97, 0.79, 6.33)
C (0.96, 1.76, 6.34)
C (0.21, 2.03, 5.20)
C (0.49, 1.30, 4.06)
N (-1.03, 1.55, 0.01)
C (-0.21, 0.59, -4.11)
C (-0.69, 1.16, -5.29)
H (-0.51, 1.16, -7.42)
H (1.30, -0.53, -7.46)
H (2.16, -1.53, -5.37)
H (-3.76, 3.57, -2.44)
H (-5.27, 5.08, -1.16)
H (-5.04, 5.31, 1.28)
H (-3.31, 4.03, 2.52)
H (4.31, -3.46, -2.50)
H (6.20, -4.50, -1.27)
H (6.38, -4.25, 1.19)
H (4.68, -2.98, 2.46)
H (3.02, -0.69, 5.15)
H (2.54, 0.61, 7.24)
H (0.76, 2.31, 7.25)
H (-0.58, 2.78, 5.20)
H (-1.48, 1.90, -5.25)
O (-6.58, 1.53, 0.27)
S (-6.06, 0.26, 0.70)
O (-6.40, -0.17, 2.03)
N (-4.47, 0.12, 0.42)
C (-4.19, -0.80, -0.48)
S (-2.68, -1.22, -1.05)
C (-5.42, -1.47, -1.05)
C (-5.51, -2.46, -2.02)
C (-6.77, -2.93, -2.36)
C (-7.92, -2.43, -1.75)
C (-7.83, -1.44, -0.78)
C (-6.56, -0.98, -0.46)
H (-4.60, -2.82, -2.48)
H (-6.86, -3.70, -3.12)
H (-8.89, -2.82, -2.03)
H (-8.71, -1.04, -0.29)
C (-0.94, -4.13, -0.43)
O (0.11, -3.19, -0.71)
C (0.31, -2.29, 0.24)
O (-0.29, -2.21, 1.29)
H (-0.95, -4.80, -1.28)
H (-1.89, -3.61, -0.33)
H (-0.70, -4.68, 0.49)